(1)
16
Properties=species:S:1:pos:R:3:forces:R:3:nbo_charge:R:1 method="wB97M-V/def2-TZVPD" lumo_energy_ev=0.78 charge=0 e_homo_ev=-8.6 smiles=CC#CN(N)C#CC
H 1.44282 -1.73970 1.00537 0.87 0.59 0.45 0.3473
N -0.25955 -1.40993 0.00374 3.20 1.98 -4.04 -0.2084
C -1.39818 -0.37345 1.99033 1.22 -0.02 -0.59 -0.0019
H 0.50199 2.02069 -3.50220 0.76 -1.12 0.75 0.2365
H 2.12503 1.75215 -2.90454 1.12 0.28 0.10 0.2344
C 0.27544 -0.16120 -1.13469 -2.32 -4.22 4.66 0.0763
H 1.34748 0.54022 -4.01219 0.33 0.59 0.66 0.2375
N 0.88944 -2.18419 0.31674 -1.44 -0.72 0.22 -0.6184
C -0.68149 -0.80915 1.10808 -2.43 0.90 1.69 0.0891
C 0.74224 0.46145 -2.01964 0.43 1.11 -1.30 -0.1058
C 1.23792 1.22257 -3.13326 -1.76 0.52 -2.11 -0.6812
C -1.76995 0.60144 3.01002 -4.45 -1.41 -2.26 -0.6609
H -2.74987 1.10067 2.70012 1.57 -0.02 -0.07 0.2321
H -2.10419 0.23229 3.91829 -0.12 -1.37 1.91 0.2307
H 1.39293 -2.45929 -0.49304 0.22 -0.08 -0.68 0.3687
H -0.99207 1.20542 3.14686 2.81 2.99 0.62 0.2241

=====

(2)
11
Properties=species:S:1:pos:R:3:forces:R:3:nbo_charge:R:1 method="wB97M-V/def2-TZVPD" lumo_energy_ev=3.70 charge=-1 e_homo_ev=-2.1
H -0.62345 -1.26827 -1.64711 -0.88 1.33 0.00 0.1823
H 1.28301 1.02152 0.99711 -0.18 0.10 -0.17 0.1364
H 0.33876 -1.17793 -0.24993 0.04 -1.12 3.07 0.2183
O -1.15811 -1.00675 1.65744 1.47 -2.50 -0.20 -0.5561
C -1.55838 0.05976 1.61156 -2.42 3.85 0.50 1.0541
H 0.84153 2.45445 0.16574 -0.11 0.67 -0.42 0.1529
H 0.77857 -1.91516 -1.83173 1.68 -1.04 0.10 0.1911
C 0.59907 1.40367 0.20492 0.38 -1.55 0.38 -1.0849
O -2.25356 1.00476 1.79124 1.11 -1.00 -0.45 -0.5814
C 0.37707 -1.12346 -1.25775 -0.59 0.81 -2.84 -0.7917
Se 1.37550 0.54743 -1.44150 -0.49 0.45 0.05 0.0790

=====

(3)
12
Properties=species:S:1:pos:R:3:forces:R:3:nbo_charge:R:1 method="wB97M-V/def2-TZVPD" lumo_energy_ev="-0.09 / 0.09" charge=0 e_homo_ev="-7.5 / -8.0"
O 3.24297 -1.33660 -0.45578 0.13 0.12 -0.37 -0.8905
N 3.13560 1.18554 -0.20219 -0.48 2.56 3.44 -1.0503
H -2.34930 -1.30898 1.36035 -0.03 0.04 -0.21 0.2035
O -0.43437 -0.91325 0.72282 -2.44 -0.64 -0.37 -0.5069
H -1.98778 -1.82401 -0.29900 -0.12 0.38 -0.03 0.2087
C 0.24019 0.12806 0.51839 2.61 2.57 -0.46 0.7278
H 3.08773 1.15653 -1.15317 -0.21 -0.19 -3.22 0.3902
O 0.08322 1.26500 0.13960 -0.69 -1.61 0.37 -0.6079
H -2.47828 -0.10200 0.07302 0.82 0.29 -0.18 0.2149
C -1.93946 -0.98784 0.40064 0.59 -1.08 0.90 -0.2989
H 2.63067 2.06567 0.19400 1.02 -2.56 -0.69 0.4231
S 3.01532 -0.28618 0.54061 -1.21 0.12 0.82 1.1864

=====

Sequential F_max output: 6.70 4.58 4.32 eV/Å
Sequential relative energy (zero: lowest compared OMol25 entry of this formula, charge and spin) output: 166.9 46.8 95.5 kcal/mol